# 1
# C5H13NO

An isolated molecule of C5H13NO at a distorted geometry (wB97M-V/def2-TZVPD, OMol25).

Geometry (Å):
O 2.4169 -0.7422 1.0106
N -2.1720 1.0368 -1.0249
C 1.9715 -0.1802 -0.2115
C -1.1098 1.3950 -0.0830
C -0.3715 -1.0543 0.3311
C -0.7781 0.2926 0.9413
C 0.7426 -0.9463 -0.7085
H -1.2609 -1.5649 -0.0247
H -0.2225 1.5882 -0.6726
H -1.8134 0.4458 -1.7678
H -1.4922 2.2309 0.4973
H 2.7699 -0.3209 -0.9536
H 0.0297 -1.7164 1.1059
H -1.6763 0.1167 1.5357
H 0.4189 -0.5679 -1.6849
H 1.1540 -1.9424 -0.9120
H -2.8583 0.4456 -0.5618
H 1.8117 0.9005 -0.1507
H -0.0172 0.6786 1.6183
H 2.4568 -0.0954 1.7159

Results
Gap between HOMO and LUMO ... 10.14 eV
HOMO level ... -9.26 eV
LUMO ... 0.032 hartree
2S+1 ... 1
DFT total energy ... -8932.996 eV

***

# 2
# C5H13NO

An isolated molecule of C5H13NO at a distorted geometry (wB97M-V/def2-TZVPD, OMol25).

Geometry (Å):
O 1.2682 -1.5633 -0.6300
N -0.6048 -0.4731 0.5612
C 2.2565 -0.6285 -0.1017
C -1.6520 0.5394 -0.1013
C 0.4752 0.2477 1.2217
C 1.5641 0.7314 0.2713
C -2.1606 0.1661 -1.4771
H -1.1957 -0.9369 1.1709
H 1.0201 1.2084 -0.5770
H -1.5218 -0.5651 -1.9539
H -0.0650 0.9332 1.7880
H -1.1789 1.4889 -0.2751
H 2.9185 -1.0608 0.7978
H -2.5442 0.6134 0.5973
H 0.9763 -2.0501 0.0961
H -2.1914 1.0360 -2.0609
H 2.9185 -0.7113 -0.9849
H 0.8894 -0.4550 1.9612
H -3.1789 -0.1242 -1.1074
H 2.0065 1.6038 0.8038

Results
Gap between HOMO and LUMO ... 9.18 eV
HOMO level ... -8.12 eV
LUMO ... 0.039 hartree
2S+1 ... 1
DFT total energy ... -8930.477 eV

***

# 3
# C5H13NO

A cluster of 2 separate species, C5H13NO in total at a distorted geometry (wB97M-V/def2-TZVPD, OMol25).

Geometry (Å):
O -4.9358 -3.0188 3.2266
N 0.3859 1.0058 -0.9487
C -1.0674 1.0113 -1.0545
C 0.9894 1.1801 0.3786
C 1.0508 -0.1668 -1.5301
C 2.5008 0.1172 -1.1329
C 2.4175 0.5995 0.2894
H -1.3772 0.3689 -1.8603
H 0.3428 0.6985 1.1132
H 2.7386 0.9459 -1.8033
H -1.4740 0.5397 -0.1595
H -3.9875 -3.0690 3.4157
H 1.0655 2.2350 0.5988
H 2.5859 -0.0839 1.1096
H 0.9726 -0.2491 -2.6044
H 3.0841 1.4178 0.4968
H -1.4957 2.0042 -1.1335
H 0.6043 -1.0421 -1.0492
H 3.2067 -0.6751 -1.3770
H -4.9642 -2.6819 2.3191

Results
Expectation value of S² ... 0.75
Gap between HOMO and LUMO (alpha / beta) ... 10.57 / 5.84 eV
HOMO level (alpha / beta) ... -13.53 / -13.53 eV
Total charge ... +1
LUMO (alpha / beta) ... -0.109 / -0.282 hartree
2S+1 ... 2
DFT total energy ... -8924.698 eV

***

# 4
# C5H13NO2

A cluster of 2 separate species, C5H13NO2 in total (wB97M-V/def2-TZVPD, OMol25).

Geometry (Å):
O 0.9787 3.2774 1.0555
O 1.0877 0.4152 1.2736
N -1.1436 -0.0989 -1.9526
C -0.5810 0.9970 -2.1924
C 0.5235 -1.5353 -0.0800
C -0.9792 -1.3419 0.2142
C 1.4481 -0.9363 0.9580
C -1.7154 -0.2828 -0.6403
H 0.7823 -2.5541 -0.3560
H -1.4651 -2.3090 0.0850
H -1.0611 -1.0692 1.2594
H 1.0134 2.4047 0.6164
H 2.4549 -0.8178 0.5743
H 1.0826 2.9853 1.9707
H 1.5928 -1.5393 1.8555
H -2.7332 -0.6348 -0.7987
H 0.3402 0.4435 1.8819
H 0.7787 -1.0745 -1.0329
H -0.1487 1.2143 -3.1652
H -1.7548 0.6646 -0.0885
H -0.5007 1.7918 -1.4378

Results
Gap between HOMO and LUMO ... 10.39 eV
HOMO level ... -9.75 eV
LUMO ... 0.023 hartree
2S+1 ... 1
DFT total energy ... -10979.647 eV

***

# 5
# C5H13NO2

A cluster of 2 separate species, C5H13NO2 in total at a distorted geometry (wB97M-V/def2-TZVPD, OMol25).

Geometry (Å):
O 2.7737 1.2956 0.3931
O 0.8507 2.3272 -1.1104
N 1.9312 0.4365 -0.3644
C -1.6312 -0.2386 1.2484
C 2.6656 -0.7132 -0.8414
C -1.4934 -1.5805 0.5496
C 1.0615 1.1216 -1.1879
C -2.4799 0.7285 0.4412
H -2.0842 -0.3849 2.2351
H -1.0260 -1.4669 -0.4337
H 0.5621 0.4703 -1.9240
H -0.8709 -2.2558 1.1443
H 2.3887 2.1809 0.2115
H -2.0469 0.9005 -0.5491
H 1.9867 -1.3887 -1.3697
H -2.5479 1.6926 0.9544
H -0.6378 0.1937 1.4093
H 3.1205 -1.2284 0.0086
H -3.4953 0.3421 0.3081
H 3.4436 -0.3790 -1.5347
H -2.4708 -2.0536 0.4116

Results
Gap between HOMO and LUMO ... 10.28 eV
HOMO level ... -9.52 eV
LUMO ... 0.028 hartree
2S+1 ... 1
DFT total energy ... -10979.380 eV

***

# 6
# C5H13NO2

A cluster of 2 separate species, C5H13NO2 in total at a distorted geometry (wB97M-V/def2-TZVPD, OMol25).

Geometry (Å):
O 0.8725 -1.0127 -0.5514
O 3.6869 -0.3928 -2.8118
N -1.2383 -0.7561 0.2605
C 0.1248 -0.4474 0.2334
C -1.7143 -1.6303 -0.7622
C 0.8524 1.9259 0.6658
C -2.1242 0.1653 0.9760
C 0.7450 0.4782 1.2401
H -2.3040 -0.3186 1.9591
H 3.0051 -0.9643 -3.2013
H 1.5857 2.3408 1.3694
H -2.3567 -2.3973 -0.3237
H -0.0429 2.5126 0.7848
H 0.2670 0.5029 2.2227
H 1.2741 1.9487 -0.3301
H -0.8972 -2.0384 -1.3564
H -3.0057 0.4493 0.4345
H -2.2741 -1.1840 -1.6124
H 1.7439 0.0982 1.4831
H -1.6055 1.0968 1.1973
H 3.4055 -0.3768 -1.8775

Results
Gap between HOMO and LUMO ... 10.03 eV
HOMO level ... -9.29 eV
LUMO ... 0.027 hartree
2S+1 ... 1
DFT total energy ... -10980.659 eV

***

# 7
# C5H13NO2

A cluster of 3 separate species, C5H13NO2 in total at a distorted geometry (wB97M-V/def2-TZVPD, OMol25).

Geometry (Å):
O -3.2823 2.1490 -0.6247
O -0.0484 1.7874 -2.1345
N 3.8161 -0.1466 0.1819
C 1.5501 -0.9615 -0.0142
C 0.2065 -1.3489 0.4618
C 2.5622 -0.5114 0.7196
C -0.7495 -0.5574 0.9057
C -2.1057 -1.2107 1.2471
H -2.8357 -0.4745 1.6028
H 3.7986 0.1498 -0.7808
H 4.3055 0.5293 0.7382
H 1.7053 -1.1580 -1.0769
H -2.3502 -1.8940 0.4505
H 2.5050 -0.2728 1.7744
H -0.8447 0.5119 1.0012
H -3.9370 1.5887 -1.0503
H -0.1592 1.6224 -3.0831
H -2.0399 -1.8006 2.1631
H -2.4162 1.7488 -0.8158
H 0.3506 2.6638 -2.1059
H -0.0311 -2.4146 0.4399

Results
Gap between HOMO and LUMO ... 8.57 eV
HOMO level ... -7.97 eV
LUMO ... 0.022 hartree
2S+1 ... 1
DFT total energy ... -10979.346 eV

***

# 8
# C5H13NO2

A cluster of 2 separate species, C5H13NO2 in total at a distorted geometry (wB97M-V/def2-TZVPD, OMol25).

Geometry (Å):
O -0.3776 1.7737 -0.7520
O -0.3706 -0.0030 -4.1028
N -0.6877 0.6873 1.1731
C -0.0086 0.8749 -0.0026
C -1.7592 -0.9887 2.7191
C 1.7899 0.3392 -1.6772
C -0.4461 -0.4609 2.0679
C 1.2343 0.1147 -0.2662
H -1.4332 1.3449 1.3273
H -0.5398 -0.2263 -3.2043
H 2.4504 1.2125 -1.6813
H 0.9793 0.3773 -2.4076
H 0.9635 -0.9495 -0.2392
H 2.0639 0.2203 0.4319
H -2.1779 -0.2530 3.4040
H -0.5893 0.9285 -4.2137
H 2.5562 -0.3657 -1.9852
H 0.3726 -0.2198 2.7289
H -2.3531 -1.3049 1.8735
H -0.1923 -1.3037 1.4148
H -1.4748 -1.7978 3.3917

Results
Gap between HOMO and LUMO ... 10.35 eV
HOMO level ... -9.62 eV
LUMO ... 0.027 hartree
2S+1 ... 1
DFT total energy ... -10980.795 eV

***

# 9
# C5H13NO2

A cluster of 3 separate species, C5H13NO2 in total at a distorted geometry (wB97M-V/def2-TZVPD, OMol25).

Geometry (Å):
O -1.2391 -2.6805 0.8759
O -2.7082 -1.8131 -1.0555
N -1.2879 0.1612 0.2980
C 0.0328 0.2943 -0.0727
C 0.7190 1.4839 0.2148
C 0.7002 -0.8837 -0.6396
C 2.6363 3.0830 0.3520
C 2.0497 1.7341 0.1589
H 3.7142 3.0506 0.2454
H 2.3602 3.3785 1.3725
H 0.1655 2.2475 0.7545
H -1.1846 -0.7853 0.7093
H 1.7869 -0.8376 -0.5537
H 0.2326 -1.8080 -0.2459
H -1.7643 -0.0794 -0.5912
H -2.1360 -2.1162 -0.2760
H -3.5483 -2.2640 -1.1003
H 2.1283 3.8198 -0.2693
H 2.7131 0.8856 0.0012
H 0.5728 -0.8951 -1.7263
H -0.9585 -3.5722 1.0840

Results
Gap between HOMO and LUMO ... 5.56 eV
HOMO level ... -7.75 eV
LUMO ... -0.081 hartree
2S+1 ... 1
DFT total energy ... -10977.057 eV

***

# 10
# C5H13NO2

A structure of composition C5H13NO2 at a distorted geometry (wB97M-V/def2-TZVPD, OMol25).

Geometry (Å):
O 1.9565 -2.5810 1.1793
O 2.1999 -0.8868 -0.4662
N -0.4612 1.0268 0.6360
C -0.1697 -1.2296 -0.3213
C -0.2513 2.3722 0.9961
C -1.4178 0.8283 -0.3989
C -1.4495 -0.6357 -0.8300
C 0.9889 -0.3664 -0.7385
H 2.6078 -2.9403 1.7783
H -2.4155 1.2368 -0.1674
H -1.5606 -0.6550 -1.9164
H 0.0983 3.0735 0.2305
H 2.1742 -1.6986 0.4395
H 0.9562 -0.1684 -1.8354
H -1.2028 2.7948 1.3727
H -0.1328 -1.2134 0.7686
H -2.2509 -1.2490 -0.4153
H -1.1065 1.4312 -1.2671
H 0.9678 0.6787 -0.2500
H 0.0298 -2.2526 -0.6363
H 0.4392 2.4345 1.8418

Results
Gap between HOMO and LUMO ... 5.63 eV
HOMO level ... -8.50 eV
LUMO ... -0.106 hartree
2S+1 ... 1
DFT total energy ... -10974.952 eV

***

# 11
# C5H13NO2

A cluster of 2 separate species, C5H13NO2 in total at a distorted geometry (wB97M-V/def2-TZVPD, OMol25).

Geometry (Å):
O -2.3493 1.0863 1.4348
O 1.5101 0.1220 -0.3603
N -0.5904 1.9299 -1.6789
C -1.5512 1.5585 0.6690
C 0.1662 -1.9099 -0.4386
C 1.6117 -1.3456 1.5530
C 0.7576 -0.7952 0.4171
C -1.7289 1.5536 -0.8767
H 1.0242 -1.9971 2.1937
H -2.0803 0.5596 -1.1685
H 2.0224 -0.5310 2.1452
H -0.4530 -2.5671 0.1657
H -0.3302 2.8969 -1.5176
H 2.1758 -0.3619 -0.8636
H 2.4434 -1.9235 1.1483
H 0.9630 -2.5021 -0.8888
H -0.4584 -1.4819 -1.2203
H 0.2170 1.3655 -1.4276
H -0.0681 -0.1192 0.8053
H -0.7274 2.2216 1.0033
H -2.5544 2.2408 -1.0944

Results
Gap between HOMO and LUMO ... 9.88 eV
HOMO level ... -9.07 eV
LUMO ... 0.029 hartree
2S+1 ... 1
DFT total energy ... -10980.241 eV

***

# 12
# C5H13NO2

A cluster of 3 separate species, C5H13NO2 in total at a distorted geometry (wB97M-V/def2-TZVPD, OMol25).

Geometry (Å):
O 0.5657 1.2742 -1.6495
O -0.9037 -1.0908 2.1022
N -1.6517 -0.2380 -2.0881
C 2.4890 -0.2923 -0.1767
C 1.4956 -0.4647 0.9317
C -0.5249 0.2132 2.2293
C -2.2027 -0.4670 -0.7609
C 0.6212 0.5306 1.2678
H 0.5827 2.0365 -2.2370
H -0.1909 0.4706 3.3383
H -1.4352 -0.7897 0.0376
H -2.9570 -1.1666 -0.8653
H -1.3317 -1.0698 -2.5338
H 1.3993 -1.3887 1.4392
H -2.6784 0.4356 -0.4323
H -1.3327 0.8889 2.0801
H 2.5907 -1.2171 -0.7726
H 2.1665 0.4935 -0.8252
H 0.6429 1.5165 0.7257
H 3.5105 -0.0681 0.2330
H -0.8553 0.3931 -2.0432

Results
Gap between HOMO and LUMO ... 3.91 eV
HOMO level ... -8.33 eV
LUMO ... -0.163 hartree
2S+1 ... 1
DFT total energy ... -10972.175 eV